Record 1
C7H17NO4 | wB97M-V/def2-TZVPD

Output
Energy relative to the best compared isomer or geometry (same formula, charge and spin) in kcal/mol: 0.0
Total charge: +1
Multiplicity: 2
Kohn-Sham gap (alpha / beta) in Ha: 0.3745 / 0.2452
Expectation value of S²: 0.77

The geometry in XYZ format:
```
29
Properties=species:S:1:pos:R:3:lowdin_charge:R:1
C -0.74 0.20 -2.05 0.0035
N -0.02 0.75 0.76 0.2189
C 0.70 -0.16 0.05 -0.1990
C 0.28 -0.59 -1.26 -0.1404
C 0.84 -1.67 -1.88 0.0091
C 1.80 -2.38 -1.13 0.0062
C 2.28 -1.96 0.10 -0.0315
C 1.76 -0.81 0.72 0.0110
H -1.63 0.33 -1.42 0.0675
H -0.40 1.24 -2.05 0.0839
H -1.04 -0.30 -2.96 0.1004
H -0.62 1.30 0.15 0.0598
H 0.49 1.47 1.27 0.1403
H 0.76 -2.03 -2.89 0.1321
H 2.32 -3.19 -1.64 0.1319
H 2.88 -2.58 0.76 0.1334
H 2.13 -0.77 1.74 0.1362
H -0.02 -1.60 2.12 0.0156
H 0.03 -2.98 1.63 0.0413
O 0.17 -2.50 2.46 -0.0395
H -2.33 3.26 1.78 0.0646
H -0.88 3.11 2.18 0.0460
O -1.44 3.41 1.46 -0.0333
H -0.99 3.01 -0.72 0.0332
H -0.27 4.19 -0.61 0.0530
O -0.06 3.29 -0.91 -0.0791
H -3.76 -0.34 0.01 0.0710
H -2.41 -0.31 0.91 0.0070
O -3.05 0.18 0.41 -0.0431
```

---

Record 2
C32H53FeGeN2O2PSi3 | wB97M-V/def2-TZVPD

Output
Total charge: +2
Multiplicity: 5
Kohn-Sham gap (alpha / beta) in Ha: 0.2117 / 0.2021
Expectation value of S²: 6.24

The geometry in XYZ format:
```
95
Properties=species:S:1:pos:R:3:lowdin_charge:R:1
Fe 0.33 0.07 0.39 0.5109
C -2.34 -4.09 -3.80 -0.0324
O -2.28 -3.14 -2.76 -0.0122
C -1.08 -2.87 -2.31 -0.5316
O 0.01 -3.23 -2.83 0.0580
N -1.13 -2.13 -1.17 0.0194
N 0.00 -1.74 -0.47 -0.0319
H -2.99 -4.90 -3.50 0.0971
H -1.31 -4.56 -3.97 0.1221
H -2.72 -3.70 -4.76 0.1103
H -2.06 -1.89 -0.84 0.0920
H 0.84 -2.02 -1.13 0.1361
H 0.15 -2.45 0.26 0.1182
C 4.00 -1.06 -3.09 -0.0301
C 3.47 -1.86 -1.98 -0.2596
C 3.36 -3.25 -2.27 -0.0089
C 3.13 -4.19 -1.26 -0.0362
C 3.16 -3.76 0.08 -0.0553
C 3.12 -2.39 0.34 -0.1032
C 3.13 -1.41 -0.70 -0.2823
P 2.45 0.26 -0.20 1.0981
C 3.35 1.53 -1.20 -0.3060
C 4.59 1.97 -0.71 -0.0691
C 5.47 2.62 -1.59 -0.0660
C 5.12 2.90 -2.90 -0.0329
C 3.81 2.56 -3.28 -0.0256
C 2.93 1.86 -2.46 -0.3253
C 1.60 1.49 -3.04 -0.0462
C 3.07 0.35 1.51 -0.3480
C 4.43 0.19 1.77 -0.1036
C 4.91 0.47 3.05 -0.0304
C 4.02 0.68 4.12 -0.0386
C 2.67 0.61 3.90 -0.0013
C 2.19 0.55 2.56 -0.2926
C 0.80 0.78 2.25 -0.1627
H 4.68 -1.71 -3.64 0.1005
H 4.55 -0.22 -2.66 0.0852
H 3.30 -0.84 -3.88 0.0891
H 3.51 -3.55 -3.25 0.1026
H 2.87 -5.23 -1.41 0.1191
H 3.13 -4.52 0.87 0.1195
H 2.97 -2.05 1.33 0.0865
H 4.85 1.91 0.37 0.1050
H 6.43 3.03 -1.20 0.1331
H 5.82 3.40 -3.62 0.1385
H 3.50 2.73 -4.29 0.1156
H 0.74 1.56 -2.32 0.0555
H 1.62 0.42 -3.37 0.0857
H 1.39 2.08 -3.93 0.0933
H 5.14 -0.17 1.00 0.1376
H 5.99 0.55 3.24 0.1322
H 4.44 0.79 5.11 0.1234
H 1.94 0.71 4.72 0.1308
H 0.63 1.82 1.84 0.0621
H 0.09 0.50 3.02 0.0548
C -1.39 -2.11 3.18 -0.2169
Si -2.86 -0.92 2.83 0.4559
C -4.21 -2.16 2.36 -0.1958
C -3.50 -0.10 4.38 -0.1851
Ge -2.26 0.49 0.74 0.7015
Si -4.16 0.41 -0.89 0.4319
C -3.35 1.43 -2.35 -0.2124
C -4.79 -1.28 -1.44 -0.2293
C -5.62 1.48 -0.22 -0.1926
Si -2.17 2.80 1.27 0.3172
C -3.75 3.80 1.14 -0.2100
C -0.81 3.50 0.04 -0.2201
C -1.35 3.03 2.94 -0.2221
H -1.73 -2.87 3.85 0.0366
H -0.46 -1.65 3.53 0.0089
H -1.08 -2.61 2.25 0.0070
H -3.96 -3.21 2.20 0.0493
H -4.84 -1.81 1.51 0.0167
H -4.91 -2.02 3.17 0.0182
H -4.35 -0.60 4.78 0.0299
H -3.79 0.92 4.15 0.0202
H -2.71 0.05 5.14 0.0533
H -3.58 1.05 -3.35 0.0326
H -2.28 1.49 -2.27 -0.0224
H -3.73 2.48 -2.36 0.0442
H -4.24 -1.62 -2.37 0.0353
H -5.89 -1.21 -1.78 0.0739
H -4.63 -2.09 -0.72 0.0072
H -5.59 2.40 -0.83 0.0311
H -5.56 1.84 0.80 -0.0033
H -6.58 0.98 -0.36 0.0411
H -4.26 3.78 0.13 0.0397
H -3.60 4.84 1.48 0.0543
H -4.46 3.42 1.90 0.0378
H -0.01 4.05 0.55 0.0308
H -1.35 4.32 -0.51 0.0508
H -0.37 2.83 -0.76 0.0008
H -1.70 4.04 3.25 0.0650
H -0.29 3.03 3.00 0.0018
H -1.61 2.29 3.68 0.0165
```

---

Record 3
C14H39CdO14 | wB97M-V/def2-TZVPD

Output
Energy relative to the best compared isomer or geometry (same formula, charge and spin) in kcal/mol: 14.7
Total charge: +1
Kohn-Sham gap in Ha: 0.2415

The geometry in XYZ format:
```
68
Properties=species:S:1:pos:R:3:lowdin_charge:R:1
Cd 10.76 -9.60 8.21 1.5274
C 13.97 -8.76 10.29 0.0220
C 12.78 -8.84 9.37 -0.6703
O 12.88 -9.51 8.28 -0.1281
O 11.65 -8.36 9.67 -0.1236
H 14.63 -9.62 10.26 0.0785
H 13.61 -8.79 11.31 0.0841
H 14.51 -7.87 9.96 0.1027
C 11.30 -11.19 12.83 -0.2586
C 12.18 -12.39 13.11 -0.2412
O 12.88 -12.32 14.35 -0.0526
O 10.60 -10.88 14.03 -0.0577
H 10.60 -11.39 12.00 0.1062
H 11.78 -10.29 12.40 0.0981
H 12.90 -12.58 12.31 0.1084
H 11.47 -13.22 13.09 0.1176
H 12.22 -11.89 14.92 0.0807
H 10.13 -10.05 13.87 0.0448
C 17.04 -9.78 11.68 -0.2274
C 16.41 -11.18 12.03 -0.1913
O 15.05 -10.98 12.36 -0.0885
O 18.01 -9.50 12.70 -0.0629
H 16.33 -8.95 11.64 0.0932
H 17.48 -9.84 10.68 0.1079
H 17.00 -11.64 12.82 0.1261
H 16.50 -11.76 11.11 0.1154
H 14.86 -10.91 13.30 0.0897
H 17.62 -8.97 13.40 0.0932
C 11.11 -9.48 5.39 -0.2162
C 10.46 -8.11 5.60 -0.1594
O 10.40 -7.86 7.03 -0.1591
O 10.72 -10.54 6.27 -0.1370
H 12.13 -9.34 5.77 0.0898
H 11.28 -9.62 4.32 0.1471
H 9.50 -7.97 5.10 0.1314
H 11.09 -7.34 5.15 0.1399
H 10.40 -6.91 7.17 0.1253
H 11.02 -11.32 5.78 0.1305
C 14.92 -11.65 5.30 -0.2393
C 14.82 -10.64 4.17 -0.2516
O 14.18 -9.41 4.45 -0.0732
O 15.31 -11.08 6.54 -0.0512
H 15.59 -12.44 4.97 0.1271
H 13.92 -12.07 5.44 0.1070
H 14.43 -11.06 3.24 0.1211
H 15.82 -10.39 3.78 0.1242
H 14.81 -8.72 4.65 0.0976
H 14.58 -10.55 6.86 0.0488
C 20.06 -7.32 9.46 -0.2069
C 18.68 -6.65 9.67 -0.2216
O 17.66 -7.65 9.51 -0.0873
O 20.28 -8.24 10.55 -0.0738
H 20.86 -6.58 9.50 0.1209
H 19.90 -7.93 8.58 0.1163
H 18.50 -5.85 8.96 0.1129
H 18.71 -6.23 10.68 0.1242
H 17.27 -7.69 10.38 0.0358
H 19.42 -8.46 10.90 0.0349
C 9.51 -7.93 12.48 -0.2071
C 10.42 -6.74 12.06 -0.2422
O 9.92 -5.58 12.72 -0.0688
O 9.69 -8.20 13.86 -0.0759
H 9.82 -8.75 11.83 0.0952
H 8.46 -7.62 12.42 0.1272
H 10.08 -6.56 11.03 0.1037
H 11.48 -6.90 12.22 0.1202
H 10.49 -4.82 12.59 0.0913
H 9.60 -7.40 14.39 0.1045
```

---

Record 4
C6H14O | wB97M-V/def2-TZVPD

Output
Structure (SMILES): C/C=C/CCC.O
Energy relative to the best compared isomer or geometry (same formula, charge and spin) in kcal/mol: 60.6
Total charge: 0
Kohn-Sham gap in Ha: 0.3561

The geometry in XYZ format:
```
21
Properties=species:S:1:pos:R:3:lowdin_charge:R:1
C -1.88 1.30 2.55 -0.1072
C -0.81 0.92 1.63 -0.2184
C -0.45 1.04 0.38 -0.1588
C 0.65 0.14 -0.20 -0.2728
C 0.76 0.08 -1.70 -0.2752
C -0.61 -0.23 -2.36 -0.1065
H -2.61 0.54 2.57 0.0616
H -2.40 2.22 2.18 0.0913
H -1.42 1.57 3.48 0.0648
H 0.00 0.35 2.20 0.1297
H -0.89 1.62 -0.47 0.1184
H 1.65 0.53 0.34 0.1439
H 0.53 -0.95 0.32 0.1362
H 1.13 1.13 -1.96 0.1232
H 1.45 -0.67 -2.07 0.0878
H -0.72 0.16 -3.37 0.0701
H -1.38 -0.17 -1.65 0.0424
H -0.61 -1.26 -2.69 0.0631
O 2.24 -2.88 0.46 0.0029
H 3.02 -2.68 0.84 -0.0253
H 2.34 -2.75 -0.47 0.0286
```

---

Record 5
C4H6N2 | wB97M-V/def2-TZVPD

Output
Structure (SMILES): C[C@H]1N[C@@H]1C#N
Energy relative to the best compared isomer or geometry (same formula, charge and spin) in kcal/mol: 52.6
Total charge: 0
Kohn-Sham gap in Ha: 0.3889

The geometry in XYZ format:
```
12
Properties=species:S:1:pos:R:3:lowdin_charge:R:1
C 0.88 -0.01 -0.04 -0.0705
C -0.31 -0.28 0.74 -0.3718
N -1.53 0.40 0.53 0.0348
C -1.46 -0.94 0.01 -0.2813
C -2.03 -2.02 0.73 -0.1956
N -2.38 -3.01 1.17 0.1585
H 0.68 0.73 -0.81 0.0856
H 1.30 -0.99 -0.40 0.1115
H 1.65 0.45 0.55 0.0683
H -0.27 -0.64 1.89 0.1911
H -1.47 1.18 -0.14 0.1210
H -1.42 -0.91 -1.06 0.1484
```

---

Record 6
C26H28ClN6O3 | wB97M-V/def2-TZVPD

Output
Total charge: +1
Kohn-Sham gap in Ha: 0.3015

The geometry in XYZ format:
```
64
Properties=species:S:1:pos:R:3:lowdin_charge:R:1
O -3.50 5.55 -2.87 0.0395
O 0.25 -3.02 1.68 0.0835
O 0.43 4.11 0.17 0.0577
Cl -1.51 -0.29 6.11 0.6528
N 1.09 -2.13 -2.28 0.0279
C -2.72 6.39 -2.43 -0.5526
C 1.43 -3.15 2.00 -0.4195
C -0.72 4.51 0.05 -0.4544
C 0.28 1.59 -2.46 0.0248
C -0.71 2.53 -2.57 -0.2007
C -1.65 0.54 -2.78 -0.0272
C 1.38 -2.17 -0.97 -0.0526
C -0.88 -4.27 5.91 -0.0629
C -1.40 -3.02 6.25 -0.1023
C 0.18 -4.36 5.00 -0.0322
C 0.21 -1.95 4.80 -0.0585
C 3.32 -6.40 -2.80 -0.0551
C 3.64 -6.43 -1.44 -0.0478
C -0.86 -1.86 5.70 -0.6483
C 0.73 -3.21 4.44 -0.2248
C 1.52 -3.16 -3.04 -0.0496
C 2.63 -5.32 -3.34 -0.0087
C 3.26 -5.37 -0.62 0.0008
C 2.12 -3.20 -0.36 -0.1634
C 2.23 -4.25 -2.52 -0.1604
C 2.55 -4.27 -1.15 -0.1097
N -0.32 0.35 -2.60 0.1231
N 2.41 -3.17 1.02 0.1137
N -1.40 4.86 1.14 0.0375
N -1.66 6.05 -1.69 0.1022
N -1.90 1.86 -2.78 0.1671
C -2.92 7.86 -2.72 0.0135
C 1.87 -3.30 3.45 -0.0593
C -2.79 5.34 1.22 -0.0499
C -0.54 4.02 -2.49 -0.0513
C -1.36 4.66 -1.35 -0.2014
H 1.33 1.79 -2.28 0.1506
H -2.38 -0.26 -2.92 0.1608
H 1.04 -1.35 -0.34 0.1193
H -1.31 -5.17 6.34 0.1085
H -2.22 -2.94 6.96 0.1053
H 0.56 -5.35 4.74 0.1130
H 0.62 -1.05 4.37 0.1148
H 3.62 -7.22 -3.44 0.1117
H 4.18 -7.27 -1.03 0.1137
H 1.29 -3.15 -4.10 0.1218
H 2.39 -5.31 -4.40 0.1190
H 3.51 -5.43 0.44 0.1073
H 0.16 -0.55 -2.56 0.0912
H 3.30 -3.56 1.31 0.1405
H -0.90 4.76 2.01 0.1503
H -1.04 6.79 -1.37 0.1623
H -2.80 2.31 -2.93 0.1867
H -2.09 8.23 -3.31 0.0885
H -3.85 7.98 -3.28 0.0918
H -2.99 8.41 -1.79 0.0843
H 2.37 -4.27 3.56 0.1241
H 2.60 -2.53 3.68 0.1298
H -3.11 5.36 2.27 0.0935
H -2.87 6.35 0.81 0.0790
H -3.46 4.67 0.67 0.0872
H -0.87 4.43 -3.45 0.1320
H 0.52 4.28 -2.39 0.1315
H -2.30 4.12 -1.28 0.1296
```

---

Record 7
C33H38AsBrN3O9PPmS2 | wB97M-V/def2-TZVPD

Output
Energy relative to the best compared isomer or geometry (same formula, charge and spin) in kcal/mol: 0.0
Total charge: -2
Multiplicity: 6
Kohn-Sham gap (alpha / beta) in Ha: 0.1724 / 0.2165
Expectation value of S²: 8.81

The geometry in XYZ format:
```
89
Properties=species:S:1:pos:R:3:lowdin_charge:R:1
Pm 0.04 -0.89 0.75 1.4106
O -2.75 3.10 3.35 0.0442
C -1.60 3.06 4.09 -0.2680
C -1.52 3.88 5.20 -0.0376
C -0.39 3.86 6.00 -0.1190
C 0.67 3.02 5.70 -0.1058
C 0.59 2.21 4.57 -0.0104
C -0.52 2.24 3.75 -0.0789
C -0.55 1.37 2.49 -0.4992
O 0.37 0.41 2.45 -0.3414
N -0.32 2.31 1.35 -0.0206
N -0.13 1.67 0.17 -0.1308
C -0.06 2.50 -0.92 -0.2372
C 0.35 2.07 -2.17 -0.6126
Br 1.12 0.26 -2.17 0.7554
C 0.31 2.74 -3.40 -0.1879
C -0.53 3.82 -3.78 -0.2359
C -1.76 4.18 -3.12 -0.0716
C -2.49 5.27 -3.51 -0.1325
C -2.07 6.08 -4.59 -0.1418
C -0.92 5.69 -5.32 -0.1447
C -0.19 4.60 -4.95 -0.0840
H -2.84 2.28 2.85 0.0832
H -2.36 4.52 5.43 0.1048
H -0.33 4.51 6.87 0.0869
H 1.55 2.99 6.33 0.0878
H 1.39 1.54 4.28 0.1198
H -1.58 0.99 2.39 0.0876
H -0.94 3.12 1.31 0.1231
H -0.23 3.57 -0.81 0.1203
H 1.03 2.41 -4.15 0.0760
H -2.14 3.56 -2.32 0.0797
H -3.40 5.52 -2.98 0.0887
H -2.64 6.95 -4.88 0.0661
H -0.60 6.27 -6.18 0.0818
H 0.68 4.30 -5.53 0.0939
O 1.29 -2.39 -0.83 -0.4032
N 2.28 -3.10 -0.30 -0.2137
C 2.38 -4.40 -0.61 -0.0439
C 3.38 -5.19 -0.12 -0.0802
C 4.33 -4.61 0.73 -0.0986
C 4.21 -3.28 1.06 -0.1087
C 3.16 -2.49 0.56 -0.7010
S 2.97 -0.84 0.95 0.5975
H 1.60 -4.78 -1.25 0.1278
H 3.40 -6.24 -0.37 0.0944
H 5.15 -5.20 1.13 0.0933
H 4.90 -2.79 1.72 0.0913
O -1.30 -3.16 -0.70 -0.3107
As -0.88 -3.84 0.92 0.8798
O -0.39 -5.38 0.64 -0.4770
O 0.25 -2.89 1.64 -0.5276
C -2.66 -3.97 1.73 -0.2276
C -3.24 -5.23 1.73 -0.0819
C -4.51 -5.41 2.25 -0.0867
C -5.21 -4.33 2.78 -0.0841
C -4.63 -3.07 2.81 -0.0570
C -3.36 -2.91 2.28 -0.2681
S -2.55 -1.32 2.34 0.4563
O -3.58 -0.34 2.66 -0.3091
O -1.51 -1.48 3.31 -0.2685
O -2.04 -1.13 0.96 -0.5787
H -0.44 -3.10 -1.18 0.0099
H -2.67 -6.05 1.30 0.0959
H -4.98 -6.39 2.23 0.0940
H -6.20 -4.48 3.19 0.0952
H -5.13 -2.21 3.22 0.1098
C -4.48 -2.22 -0.92 -0.1452
C -3.85 -1.49 -2.09 -0.4061
P -2.43 -0.35 -1.68 0.9832
C -3.36 1.02 -0.81 -0.3935
C -4.57 1.66 -1.49 -0.1479
C -2.23 0.40 -3.38 -0.4091
C -3.34 0.34 -4.43 -0.1641
H -5.40 -2.72 -1.23 0.0672
H -4.72 -1.54 -0.10 0.0639
H -3.80 -2.98 -0.54 0.0430
H -4.61 -0.90 -2.61 0.0475
H -3.44 -2.21 -2.81 0.0773
H -2.61 1.79 -0.62 0.0465
H -3.65 0.62 0.17 0.0478
H -4.28 2.13 -2.43 0.0474
H -4.99 2.44 -0.84 0.0653
H -5.36 0.93 -1.68 0.0592
H -1.35 -0.09 -3.80 0.0448
H -1.94 1.44 -3.23 0.0358
H -3.54 -0.69 -4.74 0.0564
H -3.02 0.90 -5.32 0.0665
H -4.28 0.79 -4.09 0.0450
```

---

Record 8
C2H4F3NS | wB97M-V/def2-TZVPD

Output
Energy relative to the best compared isomer or geometry (same formula, charge and spin) in kcal/mol: 72.6
Total charge: 0
Kohn-Sham gap (alpha / beta) in Ha: 0.3609 / 0.2935

The geometry in XYZ format:
```
11
Properties=species:S:1:pos:R:3:lowdin_charge:R:1
C 1.23 0.62 -0.42 -0.4201
C 2.24 -0.36 0.03 -0.7492
N -0.63 -0.73 0.81 0.0512
F 3.44 -0.10 -0.55 0.1108
F 1.99 -1.63 -0.28 0.1351
F 2.51 -0.37 1.33 0.1254
S 0.98 2.19 0.19 0.8841
H 0.58 0.47 -1.22 0.0486
H -0.40 -1.71 0.44 0.0064
H 0.04 -0.46 1.59 -0.0079
H -0.05 2.40 -0.44 -0.1844
```

---

Which value of total charge does entry 6 give?
+1

---

Look up the total charge of the sixth one.
+1

---

Which formula does entry 1 have?
C7H17NO4